Entry 1:
132
Properties=species:S:1:pos:R:3:forces:R:3 method="wB97M-V/def2-TZVPD" orbital_gap_ev=8.37 de_lowest_kj_mol=328.4 e_homo_ev=-8.71 e_tot_ev=-81612.245 e_lumo_ev=-0.3377
C -2.33728 -4.81398 0.91628 -3.28 3.07 2.87
O -3.26846 -4.29985 1.54775 -0.73 -0.40 0.02
N -2.45583 -5.60195 -0.08022 -1.54 -3.64 -4.32
N -1.12666 -4.48452 1.12921 5.61 1.47 1.07
H -3.37566 -5.83734 -0.42459 0.31 -0.27 0.16
H -1.61756 -5.95997 -0.51524 -0.58 -0.44 0.02
H -0.89773 -3.73787 1.76968 -0.14 -0.12 0.00
H -0.46837 -4.66176 0.38398 0.43 0.17 0.56
C 1.07576 1.14008 4.45222 -2.46 -0.12 -4.13
O 0.66576 2.23446 4.21376 -0.92 3.60 -0.13
N 1.66080 0.68967 5.43056 4.90 -1.58 9.73
N 0.91847 0.12879 3.65049 -1.72 -3.00 -5.25
H 1.79784 1.21968 6.27932 0.09 0.04 -0.27
H 1.91808 -0.28658 5.45972 0.35 0.54 0.26
H 1.10829 -0.83141 3.89965 -0.02 0.52 -0.23
H 0.36683 0.26717 2.81584 -0.07 0.03 0.03
C 2.77789 3.70134 -0.84868 4.48 0.21 0.72
O 3.93011 3.66141 -0.34710 -1.27 -0.24 0.18
N 1.91697 4.66745 -0.70752 -0.68 2.62 2.06
N 2.35243 2.85351 -1.73658 -1.26 -2.61 -2.43
H 1.10788 4.67972 -1.31194 -0.25 0.71 0.46
H 2.20520 5.40315 -0.07843 -0.44 0.19 -0.36
H 1.52618 3.16797 -2.22498 0.00 -0.78 -0.29
H 2.78864 1.96515 -1.93813 -0.07 0.39 0.10
C -0.34964 4.75452 2.29483 0.05 4.04 -4.18
O -0.55791 5.81839 1.63185 -0.25 -1.00 1.28
N -0.79937 4.45774 3.45706 -2.47 -0.19 4.14
N 0.34682 3.77570 1.79613 2.05 -2.65 -1.36
H -1.36380 5.09728 3.99791 0.17 -0.19 -0.31
H -0.72715 3.48247 3.70949 0.02 0.28 0.72
H 0.91231 3.89657 0.96805 -0.19 0.27 0.05
H 0.62920 3.09055 2.48237 0.36 -0.35 -0.32
C -4.23255 1.16480 -2.86825 -1.96 3.53 -3.02
O -4.46201 2.30379 -3.37290 1.02 -1.74 1.57
N -4.77857 0.10815 -3.41835 -1.67 -2.72 -2.38
N -3.53555 0.85229 -1.83219 2.65 1.21 3.75
H -4.95026 -0.73829 -2.89474 -0.14 0.30 -0.23
H -5.32787 0.32113 -4.23871 -0.11 -0.38 0.23
H -3.13307 1.66615 -1.38977 0.32 -0.33 0.37
H -3.12567 -0.05057 -1.63995 -0.17 0.29 -0.19
C 2.96307 -4.46526 -1.26048 -0.57 0.37 0.37
O 2.41951 -5.52945 -1.08880 -1.52 -1.82 0.15
N 4.22243 -4.21191 -1.07739 5.68 -1.21 1.03
N 2.46652 -3.29994 -1.56720 -3.37 2.37 -1.18
H 4.84164 -4.90477 -0.68163 -0.13 0.18 -0.28
H 4.57003 -3.29141 -1.30531 0.43 -0.40 0.42
H 1.49890 -3.12092 -1.79472 0.37 -0.20 -0.19
H 3.11965 -2.53065 -1.60851 -0.73 0.53 0.01
C 4.52700 -0.01960 -1.69200 -0.82 -3.48 0.86
O 4.19893 -1.13204 -1.21657 0.17 0.75 -0.24
N 3.92435 0.55564 -2.70098 -1.99 0.66 -2.48
N 5.52576 0.67834 -1.28107 2.99 1.72 1.37
H 4.36545 1.32343 -3.18681 -0.26 -0.25 -0.02
H 3.16788 0.06249 -3.15336 -0.22 -0.10 -0.39
H 5.58060 1.59302 -1.70586 0.67 0.10 0.95
H 6.11150 0.36428 -0.52056 -0.23 0.37 -0.20
C -1.01772 4.73699 -3.05205 -2.79 1.67 -1.84
O -0.01669 4.48665 -2.47737 4.11 -1.70 1.45
N -1.07211 5.22072 -4.29081 0.96 0.25 -1.49
N -2.18529 4.66571 -2.48942 -2.17 -0.65 1.61
H -1.96923 5.51231 -4.65171 0.77 -0.06 -0.54
H -0.16380 5.22949 -4.73239 -0.63 0.47 -0.63
H -2.13594 4.29898 -1.54964 -0.87 0.37 0.36
H -3.03956 4.97251 -2.93234 0.18 -0.46 0.36
C -0.91128 -2.71645 -2.54715 2.96 1.74 -2.41
O 0.25701 -2.37188 -2.80442 -1.14 -0.74 0.64
N -1.93201 -2.01511 -2.93625 -3.42 3.43 -0.98
N -1.28498 -3.85474 -2.10305 0.07 -5.21 2.78
H -1.86021 -1.37005 -3.71011 0.21 0.19 0.42
H -2.86639 -2.28123 -2.66019 0.23 -0.06 -0.41
H -2.19705 -4.08017 -1.73234 0.08 0.34 -0.30
H -0.60161 -4.57175 -1.90552 0.31 0.34 0.00
C 0.03924 -1.27583 0.56504 0.32 -0.19 -0.24
C 0.26677 0.25236 0.24435 -0.56 -1.93 0.68
C 0.00863 0.70133 -1.12218 0.15 -1.49 -1.66
O -0.66712 0.93521 1.00600 -0.85 0.40 2.06
H 0.47291 -1.52175 1.53435 -0.22 0.29 0.29
H 0.51791 -2.03579 -0.05257 0.57 0.61 -0.66
H -0.98985 -1.63492 0.57618 -0.40 0.75 0.14
H 1.30142 0.43691 0.53336 0.20 0.44 0.15
H -0.97949 0.38379 -1.45518 -0.12 -0.14 0.12
H 0.70914 0.08009 -1.68024 0.23 0.86 -1.07
H 0.02847 1.78617 -1.22631 0.65 -0.12 -0.21
H -0.86593 1.75987 0.55654 0.03 0.44 0.39
C -3.63837 2.73159 1.68241 -1.37 0.22 0.50
C -3.90125 3.87644 0.64795 0.05 -2.12 1.35
C -4.57021 5.10291 1.26644 -0.80 -0.71 -0.39
O -2.60785 4.19190 0.24471 0.69 0.90 -0.82
H -2.84253 3.04179 2.35955 -0.11 0.29 0.07
H -3.33811 1.73213 1.36775 0.06 0.19 -0.87
H -4.54339 2.55735 2.26437 -0.12 0.00 0.30
H -4.41048 3.50793 -0.24255 -0.45 0.02 0.07
H -4.09468 5.36534 2.21148 0.51 0.50 -0.35
H -5.61222 4.97525 1.55972 -0.13 -0.58 -0.16
H -4.62423 5.84709 0.47184 0.50 0.53 0.45
H -2.37663 4.91372 0.83386 1.31 0.52 -0.04
C -3.88142 -2.24841 4.76341 -1.28 -0.54 1.52
C -3.24759 -1.32276 3.79332 0.77 0.08 0.63
C -2.48962 -0.16660 4.43168 -0.79 0.91 -0.70
O -2.26976 -2.07290 3.12658 1.05 -0.16 -0.97
H -4.51246 -1.75698 5.50393 -0.07 0.39 0.01
H -3.15151 -2.80574 5.35052 0.25 0.03 -0.19
H -4.55410 -2.96828 4.29716 0.20 -0.14 -0.31
H -3.99943 -1.00303 3.07179 -0.06 0.56 -0.02
H -2.05244 0.42167 3.62489 0.41 -0.15 -0.06
H -1.71140 -0.44709 5.14148 -0.14 -0.28 -0.07
H -3.17158 0.55135 4.88728 -0.15 -0.19 0.41
H -2.73297 -2.73288 2.60556 -0.17 -0.67 -0.32
C 2.76160 -3.09543 2.90429 0.06 -1.83 -1.59
C 3.30683 -3.25949 4.30093 1.67 -0.74 -2.88
C 4.88621 -3.17281 4.24538 -1.10 -0.09 1.21
O 2.72225 -2.22312 4.95113 -0.43 2.56 3.21
H 2.67813 -2.05789 2.58080 0.06 -0.10 0.13
H 1.82915 -3.65170 2.80839 -0.70 0.55 0.22
H 3.32694 -3.66552 2.16706 0.49 0.27 -0.20
H 2.98662 -4.23195 4.67498 0.28 -0.12 0.35
H 5.30484 -3.42534 5.21959 -0.01 -0.27 0.09
H 5.29995 -2.18236 4.05583 -0.49 0.12 -0.45
H 5.24939 -3.89155 3.51080 -0.05 0.12 0.04
H 1.77875 -2.34004 5.08435 -0.01 -0.69 -0.05
C 1.16424 -2.28929 -6.20061 -0.36 1.44 0.82
C 2.23045 -1.53017 -5.34424 1.24 -0.29 -0.85
C 3.05019 -0.57497 -6.21848 -0.52 -0.04 -0.07
O 1.73604 -0.80182 -4.22334 0.20 0.07 -1.11
H 0.50564 -1.51214 -6.58839 -0.19 0.14 -0.17
H 0.51597 -2.91449 -5.58662 0.28 -0.29 0.04
H 1.52915 -2.81995 -7.08001 0.40 -0.12 0.38
H 2.97285 -2.23481 -4.96949 -0.12 -0.51 0.15
H 3.27011 -1.07249 -7.16305 0.07 0.11 -0.06
H 3.99603 -0.26913 -5.77135 -0.06 -0.12 0.20
H 2.47164 0.32764 -6.41515 -0.07 0.05 -0.14
H 1.29829 -1.46861 -3.68914 -0.56 0.02 0.58



Entry 2:
127
Properties=species:S:1:pos:R:3:forces:R:3 method="wB97M-V/def2-TZVPD" orbital_gap_ev=8.26 de_lowest_kj_mol=202.9 e_homo_ev=-8.50 e_tot_ev=-66977.011 e_lumo_ev=-0.2387
C -4.76723 -0.24204 4.65387 0.43 0.19 1.96
C -3.56723 -1.11004 4.39087 -0.89 -0.93 1.05
O -2.72323 -0.47504 3.49187 -0.83 1.00 -0.61
H -5.24123 0.06296 3.77587 -0.68 0.46 -1.64
H -4.47323 0.67096 5.20387 -0.19 -0.38 -0.15
H -5.51923 -0.79104 5.22687 0.15 0.08 0.15
H -3.97223 -2.09004 3.99587 0.82 0.60 0.40
H -2.98923 -1.23504 5.33987 -0.67 -0.46 -0.46
H -1.87423 -0.84304 3.64687 1.65 -0.55 -0.29
C 5.31477 1.24296 0.07187 0.03 -2.28 1.40
C 3.92177 1.66396 0.49887 1.83 1.33 -2.14
O 3.08877 0.82996 -0.25213 -1.71 0.75 0.23
H 6.05477 1.95196 0.20287 1.49 1.75 0.17
H 5.31477 0.88496 -0.94813 -0.04 0.11 -0.24
H 5.65177 0.37396 0.72687 -0.44 0.77 -0.87
H 3.77577 2.74596 0.31487 -0.41 -0.65 -0.42
H 3.82277 1.52896 1.51887 -0.53 -0.41 2.27
H 3.25577 -0.01304 0.15787 -0.08 -1.35 -0.22
C -2.37223 3.41896 0.90687 -0.02 -0.39 1.07
C -2.49023 2.62396 2.21787 -1.01 0.77 0.66
O -2.12223 3.50296 3.31987 -0.09 0.52 -1.47
H -2.74223 2.80796 0.07887 0.08 0.07 0.14
H -1.28923 3.55096 0.78487 -0.44 0.70 -0.40
H -2.99823 4.34496 0.97887 0.95 -0.61 -0.12
H -1.84723 1.75296 2.23087 0.02 -0.15 -0.07
H -3.53823 2.29496 2.32787 0.36 -0.04 0.13
H -2.21823 3.11796 4.18387 -0.10 -0.71 0.17
C -6.48023 -0.91004 0.34287 1.48 -1.08 -2.52
C -5.17523 -1.23504 1.08987 -0.99 -0.71 0.75
O -4.35223 -0.13804 1.32687 -0.15 1.43 -0.74
H -7.11423 -0.15604 0.75687 0.02 0.78 0.38
H -7.15023 -1.81104 0.20287 1.02 0.67 0.21
H -6.04523 -0.64404 -0.69613 -1.34 -0.03 1.38
H -4.61323 -1.97504 0.54687 0.08 -0.30 -0.70
H -5.42923 -1.72904 2.01087 -0.20 -0.20 0.97
H -3.92723 -0.12204 2.18887 0.11 -0.43 -0.09
C 4.70777 2.29996 -3.76713 -0.01 0.61 -0.43
C 3.58177 3.04796 -3.09313 -0.84 -0.96 0.57
O 2.64777 2.05196 -2.62613 -0.05 0.33 0.30
H 5.24177 1.72496 -3.04513 0.77 -0.12 0.79
H 5.34777 2.99596 -4.27913 0.70 0.27 -0.08
H 4.42777 1.55496 -4.49613 -0.80 0.03 -0.37
H 2.98977 3.67596 -3.76613 0.34 0.00 -0.01
H 3.91777 3.66296 -2.22713 -0.07 -0.24 -0.69
H 2.98877 1.64296 -1.81313 0.01 0.15 -0.36
C 1.91177 -2.72804 2.49687 0.46 -0.53 -0.26
C 2.65777 -1.44904 2.12687 1.34 -1.48 2.45
O 3.47177 -1.57404 0.98887 0.27 -0.23 -1.06
H 0.99677 -2.78104 1.94287 -0.52 -0.39 -0.34
H 1.66677 -2.70704 3.52787 -0.35 0.45 0.99
H 2.45277 -3.70804 2.46587 0.07 0.98 -0.76
H 3.36477 -1.25904 2.92887 0.19 0.01 0.63
H 2.04977 -0.56604 2.21787 -0.57 0.26 -1.20
H 4.15677 -2.24504 1.19187 -0.61 0.70 -0.28
C -0.63523 0.09796 0.79287 0.36 1.15 -0.98
C 0.05677 -0.51704 -0.42213 1.57 0.76 1.07
O 0.30377 0.56396 -1.32213 -0.57 -1.02 -0.72
H -1.65123 0.29196 0.54187 -1.18 -0.19 -0.29
H -0.28623 1.15196 0.97887 0.36 -1.36 0.03
H -0.65623 -0.53504 1.64287 0.23 -0.48 1.06
H -0.54523 -1.32504 -0.85713 0.05 0.41 -0.29
H 1.05277 -0.95704 -0.16913 -0.71 0.03 0.06
H 1.16377 0.97296 -1.16113 -0.11 -0.05 0.18
C -2.82123 -1.68204 -2.24813 -8.06 3.57 2.30
O -3.86923 -1.09104 -1.61313 4.60 -1.45 -2.11
N -2.77223 -2.93804 -2.26713 -0.20 -8.88 3.08
N -2.10423 -1.19404 -3.20613 1.42 5.27 -0.73
H -3.40423 -3.46304 -1.59813 1.23 1.11 -1.21
H -1.90423 -3.42904 -2.57013 -1.23 0.75 0.19
H -2.17723 -0.16304 -3.00313 0.84 -0.74 -1.30
H -1.18523 -1.57504 -3.20513 0.40 0.12 -0.67
C -1.93923 2.42496 -2.73313 8.21 -0.36 0.95
O -0.62423 2.82396 -2.75613 -6.30 -1.21 0.53
N -2.79423 2.90296 -3.53313 -3.34 4.86 -3.17
N -2.33923 1.31996 -2.11113 4.51 -1.34 2.31
H -2.43923 3.82996 -3.84513 -1.01 -0.94 -0.19
H -3.82023 2.76696 -3.42413 1.43 0.06 -0.16
H -1.43723 0.98096 -1.60313 -2.17 0.58 -0.63
H -3.18223 1.25296 -1.62113 -1.54 -0.37 0.66
C 1.09477 4.20296 -0.84813 0.94 0.67 0.05
O 2.33177 4.78696 -0.46713 0.71 1.10 -0.86
H 0.28977 4.48296 -0.19213 -0.69 1.09 -0.38
H 1.17277 3.19396 -0.63213 0.04 -2.48 -0.24
H 1.04377 4.35696 -1.92913 -0.76 0.00 0.54
H 2.56077 4.63096 0.43287 -0.15 -0.23 1.00
C -2.15923 -3.26104 1.56687 -1.38 0.21 -1.77
O -2.90323 -4.48704 1.64687 0.82 0.02 1.06
H -2.73923 -2.39404 1.90187 -0.02 -0.22 0.07
H -1.85523 -3.01504 0.52187 -0.05 -0.30 0.59
H -1.28923 -3.35204 2.17287 0.68 -0.31 0.50
H -3.48023 -4.71304 0.92287 -0.03 0.64 -0.51
C 3.92177 -1.11004 -2.84013 1.55 -1.54 1.45
O 4.90077 -1.34004 -3.85313 -1.23 -0.13 -0.09
H 4.42177 -1.13004 -1.88513 0.69 0.73 0.71
H 3.32577 -1.96504 -2.60613 -0.59 -0.94 -1.13
H 3.30077 -0.26404 -2.84213 -0.62 1.39 -0.87
H 5.54077 -0.64204 -3.76613 0.39 0.40 -0.08
C 1.48177 1.02796 -5.18713 0.05 0.36 -0.90
O 0.31177 1.02596 -4.45913 -0.83 -1.24 -1.22
H 1.82977 2.02596 -5.38013 0.39 0.79 0.04
H 1.32577 0.60496 -6.15513 -0.48 -0.47 -0.77
H 2.27277 0.47196 -4.75413 0.91 -0.61 0.72
H 0.52877 1.33496 -3.60413 -0.02 0.91 1.75
C 1.48777 -4.09704 -0.62013 -0.89 0.68 2.17
O 2.39477 -4.42304 -1.58913 3.56 -1.08 0.41
H 0.48977 -3.98304 -0.99113 -0.41 0.42 -0.77
H 1.79977 -3.17904 -0.07913 -0.39 -0.41 -0.27
H 1.36477 -4.90404 0.10087 0.19 -0.17 0.45
H 3.23977 -4.63104 -1.03013 -2.07 0.47 -2.12
C 1.11377 1.93996 3.15887 -0.64 0.89 -1.14
O 0.58677 2.61596 4.23187 -0.37 0.40 3.09
H 0.73077 0.93496 3.03187 0.12 -0.31 0.60
H 2.17677 2.02596 3.17087 0.94 -0.44 -0.42
H 0.65577 2.49396 2.36587 0.46 0.02 -1.70
H 1.13877 3.38296 4.45687 -0.40 -0.50 -0.23
C 0.83777 -2.30304 -3.37613 1.40 1.27 0.62
O -0.21423 -3.22004 -3.25613 -0.54 -1.58 -0.19
H 0.60077 -1.40704 -3.98013 -0.27 -0.48 0.03
H 1.62977 -2.85204 -3.85313 0.83 0.35 0.03
H 1.16577 -1.86804 -2.36813 -0.45 -1.02 -1.24
H 0.02777 -4.07004 -3.68113 -0.12 0.99 0.41
C 0.00977 -0.86504 5.23387 0.98 0.25 1.89
O -0.28923 -1.57704 4.07087 -0.27 1.67 -1.10
H 0.32077 0.16996 5.02487 -0.40 -0.40 -0.26
H 0.88177 -1.32404 5.77487 -0.74 0.27 -0.34
H -0.85723 -0.84604 5.91787 0.37 0.09 -0.13
H -0.26023 -2.49204 4.24087 -0.07 -1.67 0.35